No. 1
Here is the ion C3H10NS with charge +1 in a non-equilibrium geometry from the OMol25 dataset. Energies are from the ωB97M-V functional and the def2-TZVPD basis.

Geometry (Å):
S  0.626  0.132  -0.210
N  -0.095  -1.549  1.744
C  0.594  0.362  -2.008
C  -0.542  -1.232  0.458
C  0.016  1.668  0.473
H  0.732  1.933  1.255
H  -0.391  -2.030  -0.266
H  0.681  -0.608  -2.482
H  1.394  1.053  -2.227
H  -1.507  -0.758  0.484
H  0.522  -2.342  1.791
H  0.022  2.500  -0.216
H  -0.940  1.519  0.979
H  -0.347  0.852  -2.267
H  -0.766  -1.499  2.493

Results
* relative energy (zero: lowest compared OMol25 entry of this formula, charge and spin): 20.5 kcal per mole
* net charge: +1
* LUMO level: -2.82 eV
* multiplicity: 1
* gap between HOMO and LUMO: 11.49 eV

No. 2
Here is the ion C3H10NS with charge +2 in a non-equilibrium geometry from the OMol25 dataset. Energies are from the ωB97M-V functional and the def2-TZVPD basis.

Geometry (Å):
S  -1.227  -1.949  -1.219
N  -1.189  0.867  -0.173
C  1.346  0.895  0.832
C  -0.053  -1.152  0.029
C  0.212  0.351  -0.250
H  0.777  -1.748  -0.112
H  -1.247  1.892  -0.526
H  1.616  1.916  0.474
H  -1.365  0.999  0.875
H  -0.358  -1.235  1.092
H  2.266  0.346  0.628
H  0.898  0.601  1.889
H  -0.282  -2.717  -1.751
H  -1.910  0.073  -0.599
H  0.515  0.860  -1.189

Results
* relative energy (zero: lowest compared OMol25 entry of this formula, charge and spin): 61.9 kcal per mole
* net charge: +2
* LUMO level (spin up / spin down): -9.17 / -13.94 eV
* multiplicity: 2
* gap between HOMO and LUMO (spin up / spin down): 11.77 / 7.01 eV

No. 3
Here is the ion C3H10NS2 with charge +1 in a non-equilibrium geometry from the OMol25 dataset. Energies are from the ωB97M-V functional and the def2-TZVPD basis.

Geometry (Å):
S  1.025  -1.783  1.357
S  2.817  -0.654  1.682
N  0.094  -0.659  -1.382
C  -0.181  0.306  -0.160
C  -0.222  -0.536  1.028
C  -1.366  1.350  -0.262
H  -0.567  -1.504  -1.154
H  1.020  -1.068  -1.224
H  -1.286  -0.944  0.967
H  -1.608  1.602  0.759
H  2.951  -0.053  0.444
H  -0.087  -0.323  -2.336
H  -0.955  2.293  -0.757
H  0.731  0.888  -0.192
H  -2.365  0.982  -0.728
H  -0.001  0.104  1.956

Results
* relative energy (zero: lowest compared OMol25 entry of this formula, charge and spin): 29.9 kcal per mole
* net charge: +1
* LUMO level: -3.69 eV
* multiplicity: 1
* SMILES string: C[C@H]([NH3+])CSS
* gap between HOMO and LUMO: 9.34 eV

No. 4
Here is a cluster of 2 separate species, C3H10O in total in a non-equilibrium geometry from the OMol25 dataset. Energies are from the ωB97M-V functional and the def2-TZVPD basis.

Geometry (Å):
O  -1.132  -1.258  1.192
C  0.472  0.339  -1.071
C  -0.266  -1.003  2.330
C  0.213  1.510  -1.989
H  -0.392  -0.293  -0.888
H  0.744  -0.969  1.934
H  -0.135  2.388  -1.445
H  -1.335  -2.189  1.095
H  1.146  -0.405  -1.513
H  -0.281  -1.764  3.107
H  -0.417  1.263  -2.839
H  0.864  0.567  -0.084
H  -0.632  -0.032  2.618
H  1.151  1.846  -2.445

Results
* relative energy (zero: lowest compared OMol25 entry of this formula, charge and spin): 18.9 kcal per mole
* net charge: 0
* LUMO level: 0.95 eV
* multiplicity: 1
* SMILES string: CC.CO
* gap between HOMO and LUMO: 11.30 eV

No. 5
Here is a cluster of 2 separate species, C3H10O in total in a non-equilibrium geometry from the OMol25 dataset. Energies are from the ωB97M-V functional and the def2-TZVPD basis.

Geometry (Å):
O  0.521  2.969  -0.486
C  -0.943  -2.445  -0.456
C  0.954  2.144  0.529
C  -0.583  -1.032  0.086
H  -0.973  -0.250  -0.566
H  -0.537  -2.514  -1.456
H  -0.350  -3.112  0.172
H  -1.991  -2.649  -0.282
H  0.430  2.399  1.449
H  0.504  -0.897  0.209
H  0.974  2.824  -1.361
H  2.026  2.427  0.675
H  -0.788  -0.930  1.156
H  0.756  1.067  0.332

Results
* relative energy (zero: lowest compared OMol25 entry of this formula, charge and spin): 17.1 kcal per mole
* net charge: +1
* LUMO level (spin up / spin down): -4.40 / -10.85 eV
* multiplicity: 2
* gap between HOMO and LUMO (spin up / spin down): 11.02 / 4.52 eV

No. 6
Here is a cluster of 3 separate species, C3H10O3 in total in a non-equilibrium geometry from the OMol25 dataset. Energies are from the ωB97M-V functional and the def2-TZVPD basis.

Geometry (Å):
O  0.675  -0.754  -2.800
O  -1.473  0.329  -0.145
O  0.701  -2.060  -0.203
C  1.150  1.194  1.706
C  -1.251  0.589  1.179
C  -0.025  1.451  1.012
H  1.384  -2.618  0.120
H  -1.985  1.271  1.561
H  -1.928  -0.498  -0.463
H  1.817  1.988  2.074
H  1.122  -1.678  -1.055
H  -1.216  -0.195  1.850
H  -0.089  -0.682  -2.314
H  -0.109  2.429  0.468
H  1.266  0.183  -2.732
H  1.275  0.274  2.294

Results
* relative energy (zero: lowest compared OMol25 entry of this formula, charge and spin): 58.0 kcal per mole
* net charge: 0
* LUMO level: 0.67 eV
* multiplicity: 1
* SMILES string: C=CCO.O.O
* gap between HOMO and LUMO: 9.95 eV

No. 7
Here is a structure of composition C3H10O3S in a non-equilibrium geometry from the OMol25 dataset. Energies are from the ωB97M-V functional and the def2-TZVPD basis.

Geometry (Å):
S  -3.154  0.137  3.018
O  0.660  -0.764  -0.953
O  2.859  -1.591  -0.481
O  1.642  1.425  -2.550
C  0.014  0.042  -0.089
C  -1.262  -0.613  0.667
C  -1.875  0.411  1.590
H  3.118  -0.683  -0.109
H  1.943  0.647  -1.976
H  0.669  1.334  -2.429
H  0.596  0.279  0.809
H  -0.872  -1.635  0.790
H  -0.479  0.917  -0.495
H  1.845  -1.282  -0.833
H  -2.100  -0.814  -0.038
H  -1.089  0.935  2.102
H  -2.515  1.253  0.979

Results
* relative energy (zero: lowest compared OMol25 entry of this formula, charge and spin): 40.5 kcal per mole
* net charge: -2
* LUMO level: 6.02 eV
* multiplicity: 1
* gap between HOMO and LUMO: 5.73 eV

No. 8
Here is a cluster of 2 separate species, C3H10OS in total in a non-equilibrium geometry from the OMol25 dataset. Energies are from the ωB97M-V functional and the def2-TZVPD basis.

Geometry (Å):
S  0.694  1.250  -1.107
O  -1.031  -0.888  0.275
C  -1.243  -2.291  0.148
C  2.022  0.593  -0.116
C  -0.614  1.951  0.010
H  -0.440  -0.636  -0.451
H  -0.330  -2.748  0.110
H  -2.164  -2.537  -0.582
H  2.610  -0.121  -0.766
H  -0.878  1.347  0.867
H  -1.497  1.967  -0.623
H  1.807  0.333  0.991
H  -0.053  2.888  0.209
H  -1.626  -2.582  1.120
H  2.744  1.474  -0.085

Results
* relative energy (zero: lowest compared OMol25 entry of this formula, charge and spin): 40.4 kcal per mole
* net charge: 0
* LUMO level: 0.89 eV
* multiplicity: 1
* SMILES string: CSC.CO
* gap between HOMO and LUMO: 9.33 eV